ORCA calculation (ωB97M-V/def2-TZVPD) on a molecular structure, C48H56N6O17Si2.

* Kohn-Sham gap: 9.18 eV
* E_HOMO: -9.948 eV
* 2S+1: 1
* lowest unoccupied orbital energy: -0.028 hartree

Last column: Mulliken charge in e.
Geometry (Å):
C 2.923 0.593 6.344  -0.47
C 4.247 1.315 6.402  0.52
O 4.887 1.366 7.424  -0.58
O 4.667 2.000 5.310  -0.29
C 4.601 1.343 4.037  0.08
C 4.984 2.335 2.948  -0.49
C 3.789 3.008 2.271  -1.14
C 2.769 2.061 1.613  -0.57
C 3.346 0.820 0.935  -0.19
C 2.232 -0.195 0.561  -0.13
Si 2.175 -1.603 1.777  -0.45
C 0.464 -2.336 1.992  0.00
C -0.506 -1.246 2.423  -0.25
O -1.517 -1.796 3.293  -0.38
C -2.741 -1.210 3.178  0.71
C -3.130 -0.332 4.329  -1.13
O -3.450 -1.427 2.219  -0.44
O 3.290 -2.760 1.367  0.03
Si 4.056 -3.627 2.560  0.48
H 3.080 -0.436 6.670  0.24
H 2.459 0.571 5.360  0.06
H 2.244 1.091 7.037  0.29
H 5.272 0.477 4.029  0.30
H 3.597 0.959 3.856  -0.25
H 5.626 3.110 3.373  0.50
H 5.563 1.816 2.178  0.20
H 3.256 3.601 3.025  0.38
H 4.154 3.733 1.538  0.34
H 2.236 2.631 0.846  0.52
H 2.028 1.743 2.357  0.06
H 4.085 0.329 1.574  0.01
H 3.876 1.099 0.021  0.29
H 1.260 0.299 0.498  0.57
H 2.495 -0.643 -0.401  0.10
H 2.557 -1.071 3.116  -0.10
H 0.107 -2.854 1.100  -0.30
H 0.520 -3.089 2.786  0.52
H -0.970 -0.788 1.545  0.45
H 0.017 -0.448 2.969  0.00
H -3.463 -0.968 5.154  0.30
H -3.962 0.297 4.017  0.31
H -2.294 0.281 4.663  0.36
H 5.017 -4.534 1.911  -0.16
H 3.069 -4.412 3.335  -0.15
H 4.762 -2.722 3.491  -0.18
C -7.100 -0.736 2.974  -0.34
C -8.474 -0.700 3.172  -0.59
C -9.306 -0.211 2.178  -0.31
C -8.737 0.232 0.999  0.09
C -7.372 0.209 0.782  -0.65
C -6.548 -0.279 1.784  -0.17
N -9.615 0.739 -0.068  1.01
O -10.811 0.772 0.153  -0.61
O -9.100 1.092 -1.105  -0.60
H -6.454 -1.127 3.749  0.41
H -8.901 -1.057 4.099  0.37
H -10.376 -0.178 2.315  0.49
H -6.961 0.565 -0.150  0.46
H -5.478 -0.315 1.638  0.40
C 10.897 3.043 1.546  -0.41
C 10.213 2.024 0.897  -0.56
C 8.932 2.242 0.415  -0.32
C 8.363 3.489 0.596  0.11
C 9.023 4.518 1.241  -0.46
C 10.302 4.286 1.719  -0.45
N 7.005 3.727 0.081  1.13
O 6.439 2.800 -0.461  -0.56
O 6.527 4.833 0.232  -0.63
H 11.897 2.868 1.918  0.38
H 10.676 1.056 0.764  0.39
H 8.386 1.459 -0.089  0.56
H 8.546 5.478 1.368  0.46
H 10.835 5.077 2.228  0.38
C -13.734 2.081 0.618  -0.24
C -14.182 1.326 -0.457  -0.33
C -15.467 1.502 -0.944  -0.42
C -16.281 2.441 -0.338  0.03
C -15.858 3.203 0.734  -0.33
C -14.571 3.016 1.212  -0.54
N -17.645 2.641 -0.858  1.00
O -18.002 1.947 -1.786  -0.60
O -18.331 3.490 -0.326  -0.61
H -12.728 1.941 0.985  0.41
H -13.524 0.603 -0.919  0.38
H -15.831 0.923 -1.778  0.44
H -16.521 3.927 1.184  0.45
H -14.221 3.604 2.050  0.37
C 2.927 -3.681 -5.695  -0.52
C 4.190 -3.158 -5.937  -0.42
C 4.859 -2.474 -4.935  -0.56
C 4.242 -2.322 -3.710  0.04
C 2.983 -2.831 -3.446  -0.26
C 2.326 -3.518 -4.452  -0.51
N 4.955 -1.590 -2.651  1.14
O 6.053 -1.143 -2.910  -0.61
O 4.400 -1.467 -1.578  -0.69
H 2.409 -4.221 -6.476  0.39
H 4.660 -3.280 -6.903  0.43
H 5.841 -2.063 -5.113  0.50
H 2.531 -2.696 -2.475  0.54
H 1.342 -3.927 -4.266  0.46
C -4.208 -3.758 -1.098  -0.60
C -3.259 -3.678 -0.087  -0.16
C -2.073 -4.386 -0.200  -0.52
C -1.859 -5.155 -1.328  0.06
C -2.793 -5.252 -2.343  -0.54
C -3.979 -4.546 -2.220  -0.39
N -0.586 -5.886 -1.459  1.09
O 0.213 -5.792 -0.550  -0.61
O -0.408 -6.531 -2.471  -0.62
H -5.133 -3.202 -1.012  0.48
H -3.424 -3.057 0.785  0.45
H -1.325 -4.338 0.577  0.61
H -2.597 -5.865 -3.209  0.47
H -4.721 -4.608 -3.003  0.39
C 6.628 3.673 -5.841  -0.52
C 6.312 3.578 -7.190  -0.33
C 6.319 2.345 -7.821  -0.53
C 6.647 1.226 -7.078  0.26
C 6.968 1.296 -5.735  -0.36
C 6.956 2.535 -5.116  -0.51
N 6.634 -0.092 -7.735  1.06
O 6.337 -0.142 -8.908  -0.62
O 6.910 -1.055 -7.049  -0.63
H 6.615 4.638 -5.352  0.39
H 6.056 4.465 -7.753  0.37
H 6.074 2.253 -8.868  0.45
H 7.214 0.402 -5.181  0.42
H 7.198 2.610 -4.065  0.53

ORCA calculation (ωB97M-V/def2-TZVPD) on a molecular structure, C19H28F9N2O4P3Ti.

* total charge: -1
* <S²>: 0.758
* Kohn-Sham gap (alpha / beta): 6.70 / 5.72 eV
* E_HOMO (alpha / beta): -4.069 / -4.086 eV
* 2S+1: 2
* lowest unoccupied orbital energy (alpha / beta): 0.097 / 0.060 hartree
* relative energy (zero: lowest compared OMol25 entry of this formula, charge and spin): 46.3 kcal per mole

Last column: Mulliken charge in e.
Geometry (Å):
Ti -1.305 -0.257 0.950  -1.13
C -3.659 -1.889 4.071  -1.62
C -2.384 -1.377 3.438  1.11
O -2.383 -1.191 2.176  -0.45
C -1.272 -1.096 4.262  -1.15
C -0.032 -0.751 3.750  1.13
C 1.148 -0.407 4.605  -1.67
N 0.124 -0.780 2.399  1.47
N 1.358 -0.829 1.956  -1.17
C 1.377 -0.913 0.597  -0.26
O 0.385 -0.447 -0.064  0.58
C 2.451 -1.687 0.007  0.17
C 3.777 -1.628 0.464  -0.27
C 4.753 -2.413 -0.111  -0.62
C 4.438 -3.288 -1.143  -0.47
C 3.117 -3.395 -1.565  -0.56
C 2.136 -2.602 -1.013  -0.46
H -4.506 -1.371 3.625  0.33
H -3.659 -1.742 5.148  0.37
H -3.776 -2.956 3.870  0.31
H -1.407 -1.142 5.333  0.22
H 0.894 -0.454 5.660  0.44
H 1.460 0.608 4.356  0.31
H 1.985 -1.070 4.386  0.34
H 4.020 -0.960 1.274  0.45
H 5.770 -2.350 0.249  0.39
H 5.204 -3.901 -1.595  0.38
H 2.846 -4.116 -2.324  0.38
H 1.100 -2.707 -1.300  0.49
C 2.971 1.324 -2.412  -1.45
P 1.124 1.024 -2.382  1.18
C 1.090 -0.586 -3.262  -1.21
C 0.641 2.069 -3.855  -0.91
C -0.833 1.803 -4.048  -1.14
P -1.459 1.482 -2.224  1.33
C -3.276 1.441 -2.540  -1.55
C -1.171 3.207 -1.655  -1.65
H 3.389 1.209 -3.411  0.41
H 3.453 0.625 -1.732  0.32
H 3.163 2.333 -2.050  0.39
H 1.882 -1.212 -2.864  0.28
H 1.238 -0.452 -4.333  0.57
H 0.134 -1.063 -3.076  0.09
H 1.242 1.796 -4.727  0.51
H 0.821 3.123 -3.639  0.37
H -0.995 0.908 -4.645  0.38
H -1.371 2.629 -4.512  0.53
H -3.541 2.189 -3.284  0.44
H -3.797 1.632 -1.605  0.37
H -3.545 0.451 -2.903  0.36
H -1.208 3.901 -2.491  0.40
H -0.197 3.253 -1.165  0.38
H -1.926 3.462 -0.918  0.50
F -1.479 -1.807 -1.539  -0.29
C -1.723 -1.925 -0.194  1.02
F -3.022 -2.351 -0.151  -0.27
F -1.000 -3.037 0.188  -0.29
O -1.649 0.999 -0.382  0.07
O -2.800 0.458 0.159  -0.29
F -0.315 1.770 1.731  -0.35
P -1.458 2.625 2.607  1.37
F -2.343 1.259 2.744  -0.43
F -2.244 2.979 1.247  -0.30
F -0.662 2.214 3.953  -0.38
F -0.552 3.946 2.432  -0.42
F -2.542 3.432 3.477  -0.39

ORCA calculation (ωB97M-V/def2-TZVPD) on 2 unconnected molecules or ions with the total composition C5H13NO2.

* total charge: -1
* <S²>: 0.754
* Kohn-Sham gap (alpha / beta): 4.14 / 7.66 eV
* E_HOMO (alpha / beta): -0.052 / -3.659 eV
* 2S+1: 2
* lowest unoccupied orbital energy (alpha / beta): 0.150 / 0.147 hartree
* relative energy (zero: lowest compared OMol25 entry of this formula, charge and spin): 34.8 kcal per mole

Last column: Mulliken charge in e.
Geometry (Å):
O 0.874 1.436 1.279  -0.71
C 1.623 0.451 0.946  -0.60
C 1.658 -0.259 -0.375  -0.29
C 0.538 -1.308 -0.605  -0.64
C -0.904 -0.834 -0.313  -0.57
C -1.037 1.200 -1.677  -0.83
N -1.597 -0.131 -1.375  -0.44
H 2.273 -0.042 1.674  0.32
H 1.640 0.519 -1.165  0.15
H 2.617 -0.831 -0.482  0.32
H 0.743 -2.263 -0.063  0.36
H 0.550 -1.605 -1.662  0.25
H -1.540 -1.614 0.151  0.35
H -0.821 -0.107 0.516  0.26
H -1.856 1.775 -2.122  0.30
H -0.549 1.644 -0.800  0.30
H -0.166 1.083 -2.336  0.25
H -1.573 -0.653 -2.243  0.27
H -0.063 0.706 3.281  0.36
H -1.631 0.326 3.472  0.30
O -0.778 0.506 3.901  -0.71

ORCA calculation (ωB97M-V/def2-TZVPD) on C4H7NO in the gas phase.

* Kohn-Sham gap: 11.22 eV
* E_HOMO: -10.441 eV
* 2S+1: 1
* lowest unoccupied orbital energy: 0.029 hartree
* relative energy (zero: lowest compared OMol25 entry of this formula, charge and spin): 55.6 kcal per mole
* SMILES: CCOCC#N

Last column: Mulliken charge in e.
Geometry (Å):
C 1.388 0.776 0.317  -0.97
C 0.682 -0.183 -0.675  -0.49
O 0.080 -1.246 0.049  -0.39
C -1.257 -0.978 0.252  -0.19
C -1.617 0.453 0.345  0.23
N -2.253 1.415 0.255  -0.44
H 2.100 0.080 0.741  0.32
H 1.841 1.527 -0.321  0.28
H 1.024 1.358 1.224  0.31
H 1.405 -0.729 -1.314  0.34
H 0.006 0.341 -1.383  0.42
H -1.582 -1.521 1.143  0.32
H -1.817 -1.292 -0.634  0.26

no.,DFT total energy (eV),M (g/mol),maximum force (eV/Å)
1,-110173.870,1045.173,0.91
2,-106773.912,660.214,4.92
3,-10979.424,119.164,1.56
4,-7797.232,85.106,2.03